1.
{
  "formula": "C18H31N2O3",
  "method": "ωB97M-V with the def2-TZVPD basis set",
  "homo_energy_ev": -11.350,
  "charge": 1,
  "smiles": "CCCc1ccc(OC[C@@H](O)CN2CC[NH+](CCO)CC2)cc1",
  "de_lowest_kj_mol": 0.0,
  "homo_lumo_gap_ev": 9.300,
  "lumo_energy_ha": -0.075,
  "species": ["C", "C", "H", "H", "C", "C", "C", "C", "C", "C", "C", "H", "H", "O", "C", "C", "O", "H", "H", "C", "N", "C", "C", "N", "H", "C", "H", "H", "C", "H", "O", "H", "H", "C", "C", "H", "H", "H", "H", "H", "H", "H", "H", "H", "H", "H", "H", "H", "H", "H", "H", "H", "H", "H"],
  "coordinates": [[-6.303621, -0.039361, -0.130618], [-5.657957, -0.738298, 1.057981], [-6.342705, -1.491435, 1.451289], [-5.468827, -0.010861, 1.849677], [-4.338089, -1.428274, 0.681605], [-3.300541, -0.427497, 0.268877], [-2.620362, 0.318553, 1.223765], [-1.679023, 1.267573, 0.865918], [-1.403670, 1.492251, -0.476239], [-2.087664, 0.762902, -1.445321], [-3.024847, -0.182188, -1.073131], [-3.552778, -0.733146, -1.837412], [-1.886693, 0.962841, -2.486814], [-0.472283, 2.395059, -0.954549], [0.610057, 2.757138, -0.125638], [1.487505, 1.515727, 0.093695], [1.671485, 0.873543, -1.168704], [0.931000, 1.152252, -1.732936], [0.938243, 0.827003, 0.753668], [2.867850, 1.836464, 0.693127], [3.748405, 0.713284, 0.899253], [3.376069, -0.289817, 1.853877], [2.489797, -1.416177, 1.254812], [2.633700, -1.443914, -0.219688], [2.161439, -0.585959, -0.615224], [1.949228, -2.607763, -0.826942], [1.949281, -3.434515, -0.114425], [2.481817, -2.919806, -1.725980], [0.509640, -2.245120, -1.207267], [0.515727, -1.553290, -2.061691], [-0.110393, -1.639678, -0.094998], [-1.051321, -1.505367, -0.268806], [-0.012530, -3.160531, -1.507664], [4.058802, -1.281259, -0.563902], [4.476542, 0.168658, -0.227994], [5.549331, 0.172279, 0.001961], [4.316069, 0.809193, -1.094903], [4.207835, -1.468887, -1.627148], [4.643123, -2.006980, 0.005213], [1.433543, -1.281583, 1.486034], [2.808371, -2.383217, 1.650198], [4.300042, -0.728987, 2.243329], [2.858286, 0.180734, 2.689154], [3.380659, 2.542484, 0.037532], [2.715040, 2.324263, 1.659017], [1.155466, 3.515839, -0.692552], [0.289672, 3.188576, 0.826014], [-1.184272, 1.833956, 1.639559], [-2.830990, 0.158625, 2.270438], [-4.525820, -2.129722, -0.133560], [-3.979400, -1.992198, 1.545856], [-5.653189, 0.740507, -0.521031], [-7.243307, 0.417565, 0.167814], [-6.509248, -0.750398, -0.927868]],
  "forces_ev_per_a": [[0.033, -0.028, 0.240], [-0.010, -0.117, -0.211], [0.005, 0.029, 0.093], [-0.018, -0.037, 0.099], [-0.228, 0.122, 0.238], [0.057, -0.187, -0.005], [-0.025, -0.050, -0.140], [0.161, 0.298, -0.100], [-0.120, -0.252, -0.147], [0.220, 0.285, 0.069], [0.070, 0.020, 0.086], [-0.078, -0.070, -0.080], [0.044, 0.027, -0.135], [-0.430, -0.005, -0.173], [0.477, -0.238, 0.234], [-0.014, 0.494, 0.450], [0.105, 0.186, -0.259], [0.002, -0.162, 0.034], [0.112, 0.043, -0.080], [-0.478, 0.008, -0.220], [-0.102, -0.019, -0.134], [0.081, -0.156, 0.051], [-0.084, 0.225, 0.917], [-0.236, 0.389, -0.229], [0.056, -0.336, 0.097], [-0.733, -0.484, -0.267], [0.113, 0.102, -0.017], [0.042, 0.061, 0.087], [0.093, -0.012, -0.131], [0.023, -0.105, 0.033], [0.124, -0.137, 0.187], [-0.053, 0.142, -0.039], [0.144, 0.047, -0.044], [0.635, 0.249, -0.182], [0.319, 0.078, 0.008], [-0.040, -0.104, -0.168], [0.034, -0.065, 0.024], [-0.092, -0.081, 0.064], [-0.125, -0.041, -0.037], [0.138, -0.065, -0.126], [-0.040, -0.017, -0.161], [-0.099, -0.044, 0.095], [0.007, -0.087, 0.038], [-0.045, 0.074, 0.022], [-0.021, 0.086, -0.010], [-0.025, -0.047, 0.098], [0.009, -0.011, -0.045], [0.083, 0.052, 0.071], [-0.020, -0.035, 0.143], [0.039, -0.071, 0.019], [0.027, -0.079, -0.073], [-0.005, 0.099, -0.091], [-0.089, 0.076, -0.058], [-0.040, -0.052, -0.131]],
  "nbo_charge": [-0.61, -0.38, 0.21, 0.20, -0.43, -0.05, -0.14, -0.33, 0.35, -0.29, -0.21, 0.23, 0.23, -0.53, -0.09, 0.03, -0.76, 0.51, 0.18, -0.21, -0.45, -0.24, -0.25, -0.43, 0.51, -0.23, 0.23, 0.23, -0.07, 0.17, -0.75, 0.51, 0.20, -0.24, -0.23, 0.21, 0.23, 0.23, 0.22, 0.26, 0.22, 0.21, 0.23, 0.22, 0.21, 0.21, 0.20, 0.22, 0.21, 0.21, 0.22, 0.20, 0.22, 0.20]
}

2.
{
  "formula": "C21H30N4O3",
  "method": "ωB97M-V with the def2-TZVPD basis set",
  "homo_energy_ev": -8.138,
  "charge": 0,
  "smiles": "CCCCN(CC)CCNC(=O)CNC(=O)Cn1ccc2ccccc2c1=O",
  "de_lowest_kj_mol": 93.6,
  "homo_lumo_gap_ev": 8.365,
  "lumo_energy_ha": 0.008,
  "species": ["C", "C", "C", "H", "C", "N", "C", "H", "H", "C", "N", "C", "O", "C", "N", "C", "O", "C", "N", "C", "C", "C", "C", "C", "C", "C", "C", "C", "O", "H", "H", "H", "H", "H", "H", "H", "H", "H", "H", "H", "H", "H", "H", "C", "C", "H", "H", "H", "H", "H", "H", "H", "H", "H", "H", "H", "H", "H"],
  "coordinates": [[0.206306, 4.919103, -4.572260], [0.839532, 4.295985, -3.335043], [-0.174286, 4.102246, -2.211281], [-1.020586, 3.526137, -2.589437], [0.452159, 3.388718, -1.009659], [0.969374, 2.081229, -1.377529], [-0.066437, 1.063716, -1.392498], [-0.925088, 1.495868, -1.909634], [-0.394680, 0.780726, -0.378370], [0.342678, -0.205039, -2.146086], [1.025804, -1.149822, -1.291454], [2.184633, -1.732067, -1.626460], [2.751609, -1.572841, -2.689056], [2.781731, -2.652812, -0.552313], [2.394726, -2.315351, 0.795418], [1.674242, -3.148694, 1.565008], [1.368567, -4.278156, 1.250604], [1.237426, -2.561598, 2.921304], [-0.209799, -2.598150, 2.978586], [-0.861720, -3.480174, 3.786177], [-2.207131, -3.569716, 3.810843], [-2.987113, -2.734554, 2.957742], [-4.388093, -2.772248, 2.930241], [-5.091546, -1.952328, 2.080850], [-4.422654, -1.070869, 1.230061], [-3.049625, -1.017385, 1.238386], [-2.317112, -1.840916, 2.100519], [-0.867719, -1.777290, 2.088160], [-0.211925, -1.042666, 1.349379], [-2.510085, -0.345518, 0.587883], [-4.987051, -0.433564, 0.566473], [-6.170906, -1.989290, 2.067368], [-4.905121, -3.457273, 3.586021], [-2.696383, -4.272484, 4.464297], [-0.233103, -4.101472, 4.405537], [1.644864, -3.177014, 3.724032], [1.574275, -1.527425, 3.031156], [2.528850, -1.356789, 1.079648], [2.444053, -3.676233, -0.742636], [3.870569, -2.622891, -0.659339], [0.608781, -1.303552, -0.380443], [1.012604, 0.040218, -2.972821], [-0.556914, -0.682903, -2.551505], [2.187019, 1.711024, -0.684584], [2.061666, 1.492400, 0.830364], [3.028489, 1.202540, 1.238149], [1.746210, 2.409503, 1.323799], [1.332185, 0.717932, 1.053685], [2.576085, 0.807554, -1.155647], [2.913937, 2.507873, -0.869839], [1.286079, 3.997067, -0.652082], [-0.289219, 3.323284, -0.195215], [-0.556158, 5.071450, -1.881873], [1.265032, 3.323448, -3.584570], [1.651521, 4.935027, -2.981029], [-0.586987, 4.281843, -4.957125], [-0.221613, 5.891565, -4.335762], [0.948049, 5.052627, -5.356142]],
  "forces_ev_per_a": [[0.196, -0.048, 0.158], [-0.331, 0.037, -0.068], [0.426, -0.084, 0.096], [-0.123, 0.008, -0.005], [-0.263, 0.061, -0.156], [-0.053, 0.018, -0.001], [0.100, -0.109, -0.185], [-0.031, -0.057, 0.049], [-0.086, 0.065, -0.034], [-0.176, 0.146, -0.134], [-0.340, 0.130, 0.282], [0.109, -0.325, 0.408], [0.237, -0.011, -0.274], [0.228, -0.127, -0.278], [0.376, 0.215, -0.213], [0.089, 0.266, 0.439], [-0.187, -0.252, 0.018], [0.221, 0.012, -0.352], [0.024, 0.336, -0.230], [-0.700, -0.446, 0.417], [0.426, -0.129, 0.157], [0.143, 0.319, -0.312], [-0.057, 0.018, -0.014], [0.010, -0.115, 0.115], [0.120, 0.095, -0.088], [0.030, 0.035, -0.022], [-0.431, -0.175, 0.124], [0.076, 0.001, 0.140], [-0.070, 0.098, -0.033], [0.038, 0.061, -0.050], [-0.027, 0.055, -0.059], [-0.082, -0.020, 0.015], [-0.060, -0.062, 0.056], [0.036, -0.101, 0.096], [0.042, -0.006, -0.004], [-0.064, 0.049, -0.092], [-0.017, -0.131, 0.048], [-0.167, -0.099, 0.137], [0.085, 0.144, -0.002], [-0.175, -0.003, -0.101], [0.164, -0.098, -0.014], [-0.131, -0.014, 0.029], [0.083, 0.072, -0.054], [0.170, -0.034, 0.163], [-0.052, 0.061, -0.382], [0.126, -0.019, 0.109], [-0.016, 0.062, 0.125], [-0.068, -0.083, 0.102], [0.109, 0.079, -0.012], [0.020, -0.091, -0.029], [0.005, 0.001, 0.074], [0.112, 0.034, 0.046], [-0.108, 0.024, -0.008], [0.088, 0.034, 0.026], [0.104, -0.022, 0.043], [-0.106, -0.040, -0.082], [-0.077, 0.115, -0.045], [0.005, 0.049, -0.137]],
  "nbo_charge": [-0.60, -0.40, -0.40, 0.19, -0.21, -0.46, -0.22, 0.20, 0.18, -0.24, -0.64, 0.66, -0.63, -0.33, -0.60, 0.67, -0.62, -0.29, -0.38, 0.05, -0.27, -0.03, -0.20, -0.18, -0.21, -0.17, -0.11, 0.65, -0.70, 0.23, 0.22, 0.22, 0.22, 0.23, 0.22, 0.23, 0.22, 0.41, 0.26, 0.22, 0.44, 0.24, 0.19, -0.21, -0.66, 0.20, 0.21, 0.22, 0.20, 0.19, 0.19, 0.17, 0.20, 0.22, 0.19, 0.20, 0.20, 0.21]
}

3.
{
  "formula": "C18H25F5FeN6O4S2Si",
  "method": "ωB97M-V with the def2-TZVPD basis set",
  "homo_energy_ev": [-4.567, -4.565],
  "charge": -1,
  "s_squared": 8.763,
  "de_lowest_kj_mol": 44.8,
  "homo_lumo_gap_ev": [7.141, 6.422],
  "lumo_energy_ha": [0.095, 0.068],
  "spin_multiplicity": 6,
  "species": ["Fe", "C", "C", "C", "C", "C", "C", "N", "N", "Si", "C", "C", "C", "H", "H", "H", "H", "H", "H", "H", "H", "H", "H", "H", "H", "H", "H", "H", "O", "S", "O", "O", "O", "N", "C", "C", "N", "C", "H", "H", "H", "H", "C", "N", "C", "C", "N", "C", "S", "H", "H", "H", "H", "H", "H", "F", "C", "F", "C", "F", "F", "F"],
  "coordinates": [[0.485134, 0.055331, -0.038872], [-0.494925, -3.677341, 0.838491], [-1.550068, -2.620736, 0.977432], [-2.867511, -2.945880, 1.269255], [-3.793103, -1.910423, 1.406620], [-3.389970, -0.603884, 1.293408], [-2.018006, -0.326807, 1.066072], [-1.159386, -1.349004, 0.871626], [-1.449196, 0.879762, 1.029601], [-2.066667, 2.264457, 1.820435], [-3.517842, 3.140842, 0.956486], [-2.617930, 1.785491, 3.579060], [-0.734204, 3.582171, 2.023388], [0.096013, -3.710810, 1.757074], [0.181140, -3.412147, 0.031960], [-0.938183, -4.656739, 0.662712], [-3.164902, -3.979753, 1.377291], [-4.833041, -2.142404, 1.609017], [-4.089365, 0.218764, 1.357731], [-4.421771, 2.528947, 0.917119], [-3.243233, 3.385196, -0.071900], [-3.762836, 4.074003, 1.470714], [-3.531001, 1.186847, 3.580183], [-2.786192, 2.662274, 4.209202], [-1.831480, 1.182241, 4.040217], [-0.489782, 4.040361, 1.064707], [0.176990, 3.149793, 2.440232], [-1.082071, 4.371068, 2.695504], [3.812558, -1.643406, -1.092423], [2.372742, -1.271815, -1.616864], [2.290002, -1.771880, -2.951997], [1.426726, -1.880146, -0.655109], [2.256207, 0.186222, -1.450530], [3.081869, 3.587188, 0.698931], [2.291322, 4.144346, -0.282710], [1.317560, 3.227452, -0.526256], [1.498080, 2.139900, 0.290871], [2.567923, 2.374820, 1.003367], [3.903735, 3.997437, 1.098258], [2.489909, 5.116440, -0.697539], [0.508338, 3.268957, -1.235251], [2.984882, 1.710975, 1.742665], [2.643577, -1.570893, 5.021114], [3.389855, -1.513210, 3.789843], [4.661704, -2.001862, 3.576488], [4.949386, -1.722557, 2.280550], [3.890197, -1.074253, 1.689495], [2.944209, -0.959190, 2.617239], [1.398700, -0.203037, 2.542984], [3.318502, -1.830252, 5.834765], [1.846487, -2.313976, 4.958739], [2.182801, -0.602791, 5.213272], [5.232825, -2.474658, 4.357256], [5.842590, -1.953396, 1.721812], [3.808537, -1.343811, -0.125515], [-0.763121, -0.452776, -1.964088], [-0.665680, 0.942191, -1.834315], [0.180939, 1.336044, -2.815479], [-2.024413, 1.484184, -2.227539], [-2.367907, 1.202526, -3.496528], [-2.013259, 2.831578, -2.118283], [-2.997295, 1.008415, -1.445499]],
  "forces_ev_per_a": [[-0.638, 0.777, 1.185], [-0.062, 0.132, -0.038], [-0.123, -0.174, 0.085], [0.078, 0.019, 0.018], [0.047, 0.058, 0.013], [-0.048, -0.007, 0.045], [-0.238, -0.024, 0.345], [0.451, 0.113, -0.736], [0.857, -0.057, -0.483], [-0.125, 0.427, 0.461], [0.210, -0.201, 0.010], [0.042, -0.024, -0.264], [-0.129, -0.180, -0.067], [0.029, -0.010, -0.011], [0.017, -0.135, -0.006], [-0.016, -0.004, 0.029], [0.037, -0.015, -0.025], [-0.016, 0.022, -0.043], [-0.030, -0.041, 0.041], [0.004, -0.013, 0.008], [-0.028, 0.024, 0.047], [0.015, -0.011, 0.056], [0.002, 0.009, 0.006], [-0.010, 0.049, -0.052], [0.018, 0.012, 0.002], [0.028, 0.032, 0.045], [0.004, -0.004, -0.006], [-0.080, -0.026, 0.008], [-0.368, 0.270, 0.479], [0.785, -0.681, -0.376], [0.070, 0.087, 0.048], [-0.434, 0.657, 0.190], [-0.680, 0.218, 0.317], [-0.149, -0.035, -0.109], [-0.050, -0.001, -0.030], [0.111, 0.074, -0.098], [-0.329, -0.538, -0.341], [0.149, 0.099, 0.126], [0.059, -0.032, 0.072], [-0.013, -0.022, -0.014], [0.041, 0.034, 0.037], [-0.017, -0.029, -0.056], [-0.096, -0.012, 0.010], [0.041, 0.045, -0.100], [0.090, 0.017, 0.032], [-0.035, -0.002, -0.042], [-0.085, -0.032, -0.441], [0.219, -0.069, 0.188], [-0.365, -0.013, -0.537], [0.020, 0.001, -0.001], [-0.003, 0.013, 0.008], [0.013, -0.017, 0.042], [-0.034, -0.018, -0.008], [-0.007, -0.002, 0.044], [0.294, -0.185, -0.075], [-0.236, -0.238, -0.215], [0.976, -0.914, 0.135], [-0.015, 0.326, -0.244], [-0.390, 0.291, 0.494], [0.128, -0.046, -0.011], [-0.008, -0.057, -0.030], [0.018, 0.059, -0.165]],
  "nbo_charge": [1.59, -0.66, 0.29, -0.35, -0.14, -0.34, 0.43, -0.60, -1.14, 1.82, -1.13, -1.12, -1.12, 0.22, 0.27, 0.20, 0.20, 0.20, 0.21, 0.22, 0.24, 0.22, 0.23, 0.22, 0.24, 0.23, 0.24, 0.22, -0.92, 2.58, -0.95, -1.04, -1.02, -0.52, -0.11, -0.07, -0.54, 0.22, 0.41, 0.21, 0.23, 0.24, -0.40, -0.38, -0.13, -0.09, -0.60, 0.23, -0.39, 0.19, 0.21, 0.23, 0.20, 0.20, 0.53, -0.36, 0.33, -0.34, 0.90, -0.32, -0.33, -0.31]
}

4.
{
  "formula": "C5H13NO2",
  "method": "ωB97M-V with the def2-TZVPD basis set",
  "homo_energy_ev": -9.471,
  "charge": 0,
  "smiles": "CC(C)N(C)C=O.O",
  "de_lowest_kj_mol": 149.5,
  "homo_lumo_gap_ev": 10.316,
  "lumo_energy_ha": 0.031,
  "species": ["C", "N", "C", "C", "C", "C", "O", "H", "H", "H", "H", "H", "H", "H", "H", "H", "H", "H", "H", "H", "O"],
  "coordinates": [[-0.797804, -0.832179, 0.440386], [0.548947, -0.451503, 0.389943], [1.314750, -0.565149, 1.622979], [0.128812, 2.054441, 0.329261], [0.898292, 0.851543, -0.278970], [0.661080, 0.841059, -1.781688], [-1.596223, -0.336242, -0.322593], [-0.899004, -1.695982, 1.116460], [1.792605, 0.292286, 2.066651], [0.679249, -1.083330, 2.365465], [2.182008, -1.240381, 1.512360], [-0.933622, 1.891419, 0.145473], [0.167880, 1.978983, 1.412735], [0.649190, 2.972125, 0.068815], [1.999608, 0.863423, -0.151115], [0.884815, -0.066058, -2.357374], [1.236927, 1.607464, -2.293100], [-0.370703, 1.099605, -2.075819], [-2.229508, -3.167830, -0.795363], [-3.264091, -2.133523, -0.988942], [-3.053209, -2.880170, -0.425564]],
  "forces_ev_per_a": [[2.044, 0.682, -1.189], [-0.362, 1.799, 0.666], [0.240, -2.789, 0.672], [0.897, -1.499, 0.925], [-0.122, -0.759, -0.732], [-0.821, 0.154, -1.415], [-0.563, -0.558, 0.546], [-0.765, 0.134, 0.035], [-0.671, 0.971, -0.154], [0.373, 0.476, -0.010], [-0.268, 0.010, -0.350], [0.176, 0.770, -0.722], [0.348, 0.090, 0.365], [-0.689, 0.245, -0.393], [-0.594, 0.543, 0.176], [0.145, -0.175, 0.694], [0.422, 0.296, 0.289], [0.224, -0.253, 0.524], [0.720, -0.436, -0.191], [-0.163, 0.397, 0.125], [-0.572, -0.099, 0.139]],
  "nbo_charge": [0.54, -0.45, -0.43, -0.64, -0.04, -0.63, -0.61, 0.13, 0.21, 0.20, 0.20, 0.24, 0.20, 0.22, 0.20, 0.22, 0.21, 0.22, 0.46, 0.48, -0.93]
}